Formula: C57H60Cl3Ge2NO2SiTaTe2
Source: OMol25
Level of theory: ωB97M-V/def2-TZVPD

XYZ file:
```
129
Properties=species:S:1:pos:R:3:lowdin_charge:R:1
Ta -1.706 0.296 0.200 0.98
C 3.740 -0.161 0.466 -0.12
C 2.383 -0.332 -0.225 -0.35
Ge 1.846 -2.211 -0.154 0.88
C 2.718 -3.447 -1.405 -0.35
C 4.204 -3.108 -1.564 -0.15
C 1.668 -2.725 1.693 -0.22
C 0.897 -2.118 2.598 -0.36
Ge -0.657 -0.876 2.431 0.81
C -2.172 -1.989 3.079 -0.40
C -3.043 -1.417 4.191 -0.16
C -0.239 0.784 3.446 -0.37
C -0.627 0.800 4.925 -0.14
C 1.101 -2.432 4.045 -0.29
C 1.951 -1.614 4.791 -0.06
C 2.162 -1.868 6.138 -0.06
C 1.524 -2.936 6.753 -0.06
C 0.690 -3.762 6.013 -0.05
C 0.479 -3.514 4.664 -0.05
H 3.966 0.900 0.582 0.07
H 4.553 -0.598 -0.113 0.07
H 3.752 -0.610 1.461 0.07
H 2.428 0.018 -1.254 0.04
H 1.624 0.267 0.281 0.03
H 2.217 -3.407 -2.374 0.06
H 2.595 -4.460 -1.021 0.07
H 4.347 -2.102 -1.962 0.06
H 4.673 -3.806 -2.257 0.09
H 4.743 -3.179 -0.619 0.08
H 2.372 -3.472 2.059 0.09
H -1.711 -2.920 3.412 0.04
H -2.786 -2.235 2.212 0.00
H -2.508 -1.396 5.140 0.07
H -3.930 -2.037 4.329 0.09
H -3.388 -0.405 3.974 0.04
H -0.681 1.651 2.936 0.01
H 0.844 0.895 3.331 0.06
H -1.707 0.849 5.056 0.07
H -0.190 1.674 5.411 0.07
H -0.259 -0.083 5.446 0.07
H 2.461 -0.786 4.312 0.11
H 2.834 -1.238 6.706 0.12
H 1.689 -3.134 7.804 0.12
H 0.212 -4.610 6.484 0.12
H -0.144 -4.187 4.087 0.11
C -0.419 2.734 -6.391 -0.02
C -0.472 2.267 -4.965 -0.22
C -1.529 1.516 -4.488 0.04
C -1.567 1.070 -3.155 -0.08
C -2.749 0.436 -2.631 -0.21
O -2.743 -0.162 -1.494 -0.30
C -4.031 0.444 -3.315 -0.14
C -4.876 -0.665 -3.164 0.00
C -6.118 -0.674 -3.763 -0.03
C -6.552 0.439 -4.477 -0.02
C -5.742 1.562 -4.592 -0.03
C -4.481 1.567 -4.025 -0.01
C -0.434 1.310 -2.329 -0.26
O -0.375 0.661 -1.139 -0.39
C 0.588 2.148 -2.754 -0.08
C 0.541 2.603 -4.072 0.08
C 1.675 2.631 -1.845 -0.21
N 1.262 3.111 -0.740 0.11
C 2.156 3.652 0.260 -0.32
C 1.465 3.745 1.611 -0.42
Te 0.098 5.412 1.766 1.37
C 0.157 5.568 3.860 -0.55
C -0.415 4.594 4.675 -0.17
C -0.367 4.741 6.052 -0.07
C 0.242 5.856 6.612 -0.04
C 0.804 6.828 5.798 -0.05
C 0.764 6.689 4.417 -0.13
C 3.062 2.525 -2.372 -0.17
C 4.046 3.479 -2.107 -0.02
C 5.327 3.332 -2.617 -0.04
C 5.650 2.228 -3.391 -0.05
C 4.676 1.281 -3.683 -0.05
C 3.392 1.439 -3.192 -0.06
H -1.315 2.447 -6.938 0.09
H 0.443 2.310 -6.908 0.10
H -0.325 3.820 -6.442 0.10
H -2.334 1.253 -5.159 0.13
H -4.536 -1.522 -2.599 0.11
H -6.759 -1.540 -3.672 0.12
H -7.532 0.435 -4.934 0.13
H -6.098 2.436 -5.119 0.12
H -3.873 2.460 -4.082 0.12
H 1.351 3.238 -4.419 0.15
H 2.493 4.650 -0.036 0.10
H 3.063 3.043 0.374 0.12
H 2.190 3.965 2.396 0.07
H 0.934 2.831 1.871 0.02
H -0.905 3.726 4.247 0.06
H -0.814 3.991 6.691 0.11
H 0.271 5.972 7.687 0.12
H 1.273 7.700 6.234 0.12
H 1.204 7.452 3.788 0.10
H 3.816 4.366 -1.536 0.11
H 6.073 4.088 -2.415 0.12
H 6.651 2.116 -3.785 0.12
H 4.917 0.433 -4.311 0.11
H 2.631 0.714 -3.459 0.11
Cl -3.748 0.278 1.213 0.20
Si -2.640 4.585 1.781 0.18
Cl -3.151 5.770 0.183 0.13
Cl -1.862 2.692 0.092 0.12
Te -0.851 -2.420 -0.722 1.57
C -1.147 -4.422 -0.150 -0.45
C -0.358 -5.365 -0.802 -0.13
C -0.506 -6.703 -0.470 -0.04
C -1.430 -7.082 0.495 -0.03
C -2.222 -6.131 1.121 -0.04
C -2.091 -4.787 0.799 -0.11
C -1.103 -2.556 -2.796 -0.46
C -0.163 -1.935 -3.612 -0.14
C -0.318 -2.004 -4.989 -0.05
C -1.399 -2.685 -5.532 -0.04
C -2.330 -3.301 -4.706 -0.04
C -2.190 -3.239 -3.327 -0.11
H 0.345 -5.079 -1.573 0.09
H 0.097 -7.449 -0.970 0.12
H -1.541 -8.128 0.751 0.13
H -2.956 -6.432 1.857 0.12
H -2.723 -4.055 1.280 0.08
H 0.682 -1.403 -3.188 0.09
H 0.412 -1.537 -5.638 0.12
H -1.512 -2.747 -6.606 0.12
H -3.164 -3.839 -5.136 0.12
H -2.908 -3.737 -2.687 0.12
```

## Properties
- molecular weight (Da) = 1506.9
- largest force on an atom (eV Å⁻¹) = 1.26
- LUMO level (eV) = -8.559
- net charge = +3